Record 1
# C40H80O30

A 10-piece molecular cluster, C40H80O30 overall in a non-equilibrium geometry (the ωB97M-V functional and the def2-TZVPD basis, the OMol25 dataset).

## Properties
Strongest force on any atom (eV Å⁻¹): 1.67
E_LUMO (eV): 0.42
Energy relative to the best compared isomer or geometry (same formula, charge and spin) (kcal/mol): 21.4
SMILES: CCOC(=O)OC.CCOC(=O)OC.CCOC(=O)OC.CCOC(=O)OC.CCOC(=O)OC.CCOC(=O)OC.CCOC(=O)OC.CCOC(=O)OC.CCOC(=O)OC.CCOC(=O)OC
Net charge: 0

Bonds (Å) are listed after each position.
Cartesian coordinates (Å):
1 H 7.1167 1.4374 -7.6444  C119 1.092
2 H 2.4008 2.5421 3.2987  C99 1.092
3 H 4.9152 2.1695 -0.2252  C135 1.087
4 H -3.5144 -1.8089 -0.1480  C7 1.090
5 H 5.7704 1.9327 -9.7373  C55 1.091
6 H -0.5314 5.0831 8.6660  C73 1.087
7 C -3.7131 -2.5630 0.6129  H4 1.090, C21 1.501, H72 1.083, H123 1.098
8 H 1.8735 -0.8843 -6.4997  C49 1.090
9 O 2.8556 2.0436 -0.2358  C11 1.328, C135 1.437
10 H -2.5248 0.6094 1.4326  C71 1.089
11 C 2.3587 2.7921 -1.2144  O9 1.328, O94 1.203, O131 1.323
12 O -0.7358 7.3069 1.6971  C24 1.426, C148 1.333
13 O -0.1915 0.5513 -0.1929  C81 1.307, C128 1.451
14 H 4.9063 1.0875 -3.5750  C149 1.091
15 H 1.8947 -1.9002 2.3939  C20 1.092
16 C -6.4194 0.8447 4.1327  H70 1.092, H76 1.091, H93 1.093, C114 1.508
17 C 1.7691 -3.2033 4.5786  O58 1.323, O84 1.205, O137 1.322
18 H 1.1688 5.5287 8.6408  C73 1.089
19 C -0.2448 3.3706 -2.7072  H31 1.095, H56 1.093, C98 1.509, H147 1.088
20 C 1.0609 -2.5989 2.4849  H15 1.092, O58 1.412, H108 1.090, H145 1.085
21 C -4.1588 -1.9170 1.8928  C7 1.501, H25 1.095, O67 1.442, H85 1.090
22 H -1.7505 3.7741 0.9799  C53 1.090
23 H -0.8628 7.9601 -0.2657  C24 1.092
24 C -0.7889 8.3670 0.7447  O12 1.426, H23 1.092, H80 1.094, C107 1.504
25 H -5.0366 -1.2979 1.6809  C21 1.095
26 H -2.3774 -2.7861 -2.4004  C63 1.087
27 H -4.7698 0.5290 2.7848  C114 1.092
28 O 6.4317 0.2583 -5.4169  C97 1.204
29 O -2.1924 0.1118 5.5610  C87 1.321, C127 1.433
30 H -0.8795 -3.5700 -2.9237  C63 1.084
31 H -0.8565 4.0235 -3.3380  C19 1.095
32 C 0.5828 -0.8006 -3.2429  O38 1.399, H59 1.083, H90 1.096, H136 1.091
33 H 4.1408 0.6220 0.2609  C135 1.086
34 H 2.2206 -5.9495 7.3393  C113 1.094
35 H 4.5122 -0.5607 -3.6834  C149 1.098
36 H 3.4416 -3.2136 6.6927  C86 1.092
37 H -5.4089 -2.7794 6.5190  C124 1.093
38 O 0.2618 0.0670 -2.1939  C32 1.399, C81 1.334
39 H -6.2690 -6.0865 -5.0783  C51 1.085
40 H -7.3661 -6.8998 -3.8942  C51 1.091
41 O -0.4415 -1.5938 -0.8141  C81 1.203
42 H -5.5888 -6.3399 -2.1381  C111 1.089
43 H 3.5735 2.5111 5.5590  C83 1.087
44 H 0.4071 9.9969 0.1078  C107 1.089
45 H 1.4078 1.1699 3.8568  C99 1.086
46 H 0.5516 9.6561 1.8780  C107 1.089
47 H -0.1763 -0.1018 5.0438  C127 1.086
48 H 0.4057 -0.8517 -7.4359  C49 1.095
49 C 1.3895 -0.3812 -7.3371  H8 1.090, H48 1.095, H88 1.088, C129 1.508
50 O -4.1514 -6.0680 -3.5773  C100 1.326, C111 1.429
51 C -6.5642 -6.1736 -4.0384  H39 1.085, H40 1.091, C111 1.543, H126 1.089
52 H 5.2083 -3.9397 -9.9560  C134 1.089
53 C -1.4912 3.9392 2.0262  H22 1.090, H66 1.082, O78 1.427, H104 1.086
54 H 4.2557 1.0547 -1.4598  C135 1.084
55 C 6.1089 0.9286 -9.4772  H5 1.091, H64 1.092, C119 1.486, H142 1.097
56 H 0.4164 2.9026 -3.4409  C19 1.093
57 H 3.8760 -5.7534 6.7913  C113 1.086
58 O 1.4090 -3.6343 3.3803  C17 1.323, C20 1.412
59 H 1.0926 -0.2045 -3.9894  C32 1.083
60 H 3.1240 0.9739 3.5922  C99 1.092
61 O -5.5520 -1.5262 4.1665  C62 1.198
62 C -5.1627 -2.6275 3.8995  O61 1.198, O67 1.322, O144 1.336
63 C -1.8562 -3.7365 -2.4829  H26 1.087, H30 1.084, O118 1.433, H133 1.088
64 H 6.9243 0.6714 -10.1566  C55 1.092
65 O 3.2268 -3.7639 -9.3594  C92 1.327, C134 1.435
66 H -2.3477 3.8106 2.6741  C53 1.082
67 O -4.5326 -2.9797 2.7925  C21 1.442, C62 1.322
68 H 1.1456 4.8977 -2.1607  C98 1.091
69 C 1.6496 3.3820 7.0295  O82 1.210, O91 1.330, O139 1.321
70 H -7.0960 1.4312 3.5081  C16 1.092
71 C -1.8339 -0.2303 1.4870  H10 1.089, H89 1.083, C128 1.513, H143 1.093
72 H -4.4028 -3.3266 0.2744  C7 1.083
73 C 0.4774 4.6911 8.5645  H6 1.087, H18 1.089, O91 1.428, H95 1.087
74 H 6.9802 -0.2998 -7.9852  C119 1.088
75 H 4.2119 -5.4012 -10.0294  C134 1.085
76 H -6.6004 1.1127 5.1747  C16 1.091
77 H 3.1700 0.6211 -3.6540  C149 1.079
78 O -0.9111 5.2314 2.1975  C53 1.427, C148 1.316
79 O 2.1915 -1.9075 -9.0433  C92 1.328, C129 1.434
80 H -1.7096 8.9409 0.8855  C24 1.094
81 C -0.1565 -0.4469 -1.0364  O13 1.307, O38 1.334, O41 1.203
82 O 2.5933 3.2554 7.7758  C69 1.210
83 C 2.6179 2.0204 5.3922  H43 1.087, C99 1.498, O139 1.431, H141 1.096
84 O 1.6225 -2.0818 4.9952  C17 1.205
85 H -3.4170 -1.3091 2.4108  C21 1.090
86 C 2.6353 -3.9451 6.6132  H36 1.092, C113 1.507, O137 1.430, H150 1.091
87 C -2.8485 0.8489 4.6822  O29 1.321, O102 1.196, O132 1.329
88 H 1.2421 0.6747 -7.1194  C49 1.088
89 H -2.1192 -1.0239 0.8072  C71 1.083
90 H 1.2323 -1.6135 -2.8986  C32 1.096
91 O 0.5648 4.1161 7.2605  C69 1.330, C73 1.428
92 C 3.3808 -2.4967 -8.9986  O65 1.327, O79 1.328, O140 1.198
93 H -6.7394 -0.1963 4.0446  C16 1.093
94 O 2.8691 2.9944 -2.2850  C11 1.203
95 H 0.6417 3.9330 9.3254  C73 1.087
96 H -0.5743 -0.0631 6.7449  C127 1.091
97 C 5.3933 0.4584 -5.9925  O28 1.204, O109 1.328, O120 1.335
98 C 0.5022 4.1679 -1.6670  C19 1.509, H68 1.091, H125 1.088, O131 1.428
99 C 2.3664 1.6711 3.9570  H2 1.092, H45 1.086, H60 1.092, C83 1.498
100 C -3.7374 -4.9992 -2.9103  O50 1.326, O103 1.203, O118 1.324
101 H -4.7773 2.1268 3.5771  C114 1.087
102 O -2.3910 1.6928 3.9687  C87 1.196
103 O -4.3472 -4.4204 -2.0497  C100 1.203
104 H -0.6935 3.2466 2.2788  C53 1.086
105 H 0.3143 -0.4231 1.5263  C128 1.086
106 H -6.9416 -3.0003 5.7210  C124 1.091
107 C 0.4338 9.2315 0.8826  C24 1.504, H44 1.089, H46 1.089, H130 1.094
108 H 0.1829 -2.0910 2.8827  C20 1.090
109 O 5.2577 0.6543 -7.2991  C97 1.328, C119 1.436
110 H -5.2844 -7.7298 -3.2207  C111 1.085
111 C -5.3877 -6.6511 -3.1619  H42 1.089, O50 1.429, C51 1.543, H110 1.085
112 H 4.7962 -4.8012 -8.4509  C134 1.087
113 C 3.0481 -5.2377 7.2694  H34 1.094, H57 1.086, C86 1.507, H121 1.095
114 C -4.9898 1.0688 3.7083  C16 1.508, H27 1.092, H101 1.087, O132 1.452
115 H -0.6029 1.4514 5.9123  C127 1.087
116 O -1.9228 5.9640 0.3346  C148 1.196
117 H -6.1000 -4.4201 6.4036  C124 1.082
118 O -2.5330 -4.6607 -3.3435  C63 1.433, C100 1.324
119 C 6.4737 0.6603 -8.0622  H1 1.092, C55 1.486, H74 1.088, O109 1.436
120 O 4.1851 0.5074 -5.4266  C97 1.335, C149 1.406
121 H 3.2810 -5.0121 8.3157  C113 1.095
122 H 1.4885 -0.0402 -9.4056  C129 1.092
123 H -2.7482 -3.0633 0.7677  C7 1.098
124 C -5.9739 -3.4745 5.8929  H37 1.093, H106 1.091, H117 1.082, O144 1.420
125 H -0.2049 4.7068 -1.0393  C98 1.088
126 H -6.9169 -5.2182 -3.6539  C51 1.089
127 C -0.8044 0.3916 5.7799  O29 1.433, H47 1.086, H96 1.091, H115 1.087
128 C -0.4404 0.2930 1.2133  O13 1.451, C71 1.513, H105 1.086, H138 1.082
129 C 2.1110 -0.5296 -8.6533  C49 1.508, O79 1.434, H122 1.092, H146 1.088
130 H 1.3393 8.6419 0.7087  C107 1.094
131 O 1.2529 3.3598 -0.7602  C11 1.323, C98 1.428
132 O -4.1288 0.4936 4.7265  C87 1.329, C114 1.452
133 H -1.7124 -4.1676 -1.4942  C63 1.088
134 C 4.4445 -4.5197 -9.4406  H52 1.089, O65 1.435, H75 1.085, H112 1.087
135 C 4.1413 1.4408 -0.4529  H3 1.087, O9 1.437, H33 1.086, H54 1.084
136 H -0.2870 -1.3003 -3.6730  C32 1.091
137 O 2.3130 -4.2066 5.2451  C17 1.322, C86 1.430
138 H -0.2893 1.2592 1.6772  C128 1.082
139 O 1.5142 2.8103 5.8459  C69 1.321, C83 1.431
140 O 4.4230 -1.9918 -8.6914  C92 1.198
141 H 2.6074 1.0854 5.9645  C83 1.096
142 H 5.2811 0.2740 -9.7749  C55 1.097
143 H -1.7923 -0.5464 2.5324  C71 1.093
144 O -5.2920 -3.7105 4.6704  C62 1.336, C124 1.420
145 H 0.8476 -2.9901 1.4955  C20 1.085
146 H 3.0864 -0.0478 -8.6586  C129 1.088
147 H -0.8931 2.6162 -2.2662  C19 1.088
148 C -1.2610 6.1424 1.3152  O12 1.333, O78 1.316, O116 1.196
149 C 4.1650 0.4236 -4.0230  H14 1.091, H35 1.098, H77 1.079, O120 1.406
150 H 1.7838 -3.5283 7.1536  C86 1.091

Results of the Mulliken charge analysis, in e, for atoms 1 through 6: 0.433 0.329 0.311 0.508 0.310 0.216



Record 2
# C40H81BrINO13P

A 12-piece molecular cluster, C40H81BrINO13P overall in a non-equilibrium geometry (the ωB97M-V functional and the def2-TZVPD basis, the OMol25 dataset).

## Properties
Strongest force on any atom (eV Å⁻¹): 2.70
E_LUMO (eV): -2.84
Net charge: +1

Bonds (Å) are listed after each position.
Cartesian coordinates (Å):
1 H -2.4507 -0.1315 -2.1801  C46 1.113
2 C 0.0012 0.8643 -2.5918  C84 1.563, H109 1.109, H112 1.111, C126 1.578
3 C -2.8343 2.0155 5.8741  H5 1.091, C44 1.506, H103 1.090, H121 1.091
4 C 4.6742 -0.2245 -2.7773  C35 1.507, O56 1.211, C134 1.505
5 H -2.5537 2.9585 6.3465  C3 1.091
6 H 4.0363 1.8122 -2.6436  C134 1.091
7 C 7.6735 3.1247 -4.9366  C16 1.505, O47 1.214, C135 1.504
8 H -0.1493 -1.8586 0.8486  C106 1.113
9 C -3.1074 0.8118 8.1309  H10 1.091, C44 1.505, H59 1.089, H78 1.091
10 H -2.2239 0.1912 7.9706  C9 1.091
11 H 1.6460 4.3457 2.8280  C38 1.091
12 H -0.5012 1.6048 -0.5659  C126 1.121
13 H 5.1858 1.4797 -3.9503  C134 1.090
14 C -3.1920 7.3041 4.3748  O76 1.212, C104 1.506, C132 1.505
15 H -0.6094 6.9941 1.2552  C23 1.089
16 C 8.2845 2.8749 -6.2887  C7 1.505, H21 1.089, H86 1.091, H92 1.091
17 H -4.6498 -3.7875 3.9312  C97 1.091
18 H 1.8513 -7.9721 -1.9720  C67 1.091
19 H 2.7634 5.0980 -5.2680  C33 1.091
20 H -4.8652 -5.9910 -2.5738  C69 1.092
21 H 7.5738 3.1572 -7.0647  C16 1.089
22 O -0.0061 -0.4042 -0.5532  C106 1.411, C126 1.433
23 C -0.3572 6.0803 1.7918  H15 1.089, C25 1.505, H62 1.089, H133 1.092
24 H -3.0410 -3.4973 4.6203  C97 1.090
25 C 0.8677 5.4615 1.1742  C23 1.505, O27 1.211, C38 1.508
26 H -4.0589 -6.5918 -5.6419  C91 1.092
27 O 1.4255 5.9691 0.2262  C25 1.211
28 H -7.1347 -7.7318 4.4700  C130 1.091
29 H 7.9440 3.0230 -2.8260  C135 1.090
30 H 10.4136 2.8960 0.5014  C96 1.091
31 H -4.3770 8.4970 3.0515  C132 1.091
32 H 4.4309 4.7651 -2.5303  C102 1.092
33 C 2.9727 4.1013 -4.8765  H19 1.091, H34 1.093, H52 1.091, C105 1.503
34 H 4.0281 3.8566 -5.0183  C33 1.093
35 C 3.5978 -0.9206 -1.9844  C4 1.507, H110 1.092, H117 1.090, H124 1.092
36 H -4.4838 -3.0906 5.5678  C97 1.091
37 O -3.0104 -1.1982 3.6382  C122 1.220
38 C 1.3761 4.1799 1.7838  H11 1.091, C25 1.508, H53 1.090, H125 1.092
39 H -6.0222 -1.6255 3.1501  C99 1.092
40 C 0.8645 -6.9353 -0.3847  C67 1.504, C83 1.503, O138 1.215
41 H -9.0133 -5.9863 2.5145  C127 1.091
42 H -4.5189 -7.6306 -1.9948  C69 1.089
43 H -8.8137 -7.2637 4.8667  C130 1.091
44 C -3.7014 1.2112 6.8068  C3 1.506, C9 1.505, O75 1.212
45 H -1.1975 -4.5974 -0.7258  O87 0.976
46 C -2.2386 0.5233 -1.3054  H1 1.113, N61 1.490, H74 1.109, C126 1.565
47 O 6.5517 3.5745 -4.8246  C7 1.214
48 H -5.1150 6.3762 4.5233  C104 1.091
49 H 12.2140 0.8996 0.4923  C116 1.091
50 C -1.5529 0.5458 -4.6710  H60 1.107, C84 1.572, Br120 1.990, H131 1.105
51 H -0.2350 2.1871 -4.2749  C84 1.114
52 H 2.3676 3.3764 -5.4219  C33 1.091
53 H 2.2607 3.8469 1.2414  C38 1.090
54 I -4.5910 -2.6732 -1.8608  P119 2.478
55 H -3.8374 9.3377 4.5337  C132 1.091
56 O 5.7783 -0.7067 -2.8966  C4 1.211
57 H -3.3548 -6.8175 -3.0571  C69 1.092
58 O -7.1967 -4.6606 4.6131  C98 1.212
59 H -3.8403 0.2392 8.6977  C9 1.089
60 H -2.4006 -0.0185 -4.2369  C50 1.107
61 N -2.8796 -0.1182 -0.1228  C46 1.490, H80 1.029, C100 1.498, H114 1.028
62 H -0.1645 6.3289 2.8348  C23 1.089
63 H 9.9672 3.5554 -1.0822  C96 1.089
64 H 2.8796 -7.0326 0.3191  C83 1.091
65 H -5.8513 -0.9280 4.7885  C99 1.090
66 H -7.7929 -4.7426 2.1879  C127 1.090
67 C 0.8825 -7.9757 -1.4703  H18 1.091, C40 1.504, H136 1.089, H137 1.091
68 H 3.5002 0.9566 -4.1211  C134 1.092
69 C -4.4164 -6.9500 -2.8392  H20 1.092, H42 1.089, H57 1.092, C129 1.507
70 H -2.6919 9.0227 3.2181  C132 1.089
71 H -3.8621 5.6584 5.5525  C104 1.090
72 O 1.7845 3.2695 -2.9952  C105 1.217
73 H -2.6419 -1.7626 1.1750  C100 1.113
74 H -2.7234 1.4992 -1.5126  C46 1.109
75 O -4.8318 0.8981 6.5028  C44 1.212
76 O -2.0852 6.8277 4.2424  C14 1.212
77 H -7.4759 -6.7698 5.9196  C130 1.089
78 H -2.8390 1.7019 8.7023  C9 1.091
79 H 12.8177 0.3935 -1.0959  C116 1.089
80 H -2.7760 0.5109 0.6844  N61 1.029
81 O 11.9859 2.5176 -2.1124  C101 1.210
82 O -5.6840 -8.6002 -3.9761  C129 1.209
83 C 1.8680 -7.0753 0.7256  C40 1.503, H64 1.091, H107 1.089, H108 1.091
84 C -0.9122 1.5583 -3.6537  C2 1.563, C50 1.572, H51 1.114, H115 1.108
85 H -0.6866 -0.2523 1.4644  C106 1.112
86 H 8.5232 1.8158 -6.3987  C16 1.091
87 O -1.9556 -4.1796 -0.2749  H45 0.976, P119 1.683
88 H -4.5752 7.2170 6.0052  C104 1.091
89 H 9.3685 1.9553 -0.6055  C96 1.092
90 H -7.3345 -6.4545 2.1176  C127 1.091
91 C -5.0904 -6.7337 -5.3144  H26 1.092, H93 1.089, H94 1.092, C129 1.506
92 H 9.1884 3.4749 -6.4048  C16 1.091
93 H -5.6335 -7.2718 -6.0900  C91 1.089
94 H -5.5689 -5.7649 -5.1584  C91 1.092
95 H 11.1675 -0.0388 -0.6128  C116 1.092
96 C 10.2143 2.6428 -0.5413  H30 1.091, H63 1.089, H89 1.092, C101 1.506
97 C -4.0619 -3.1195 4.5624  H17 1.091, H24 1.090, H36 1.091, C122 1.502
98 C -7.6027 -5.6783 4.0943  O58 1.212, C127 1.506, C130 1.505
99 C -5.3765 -1.0467 3.8141  H39 1.092, H65 1.090, H111 1.090, C122 1.503
100 C -2.1547 -1.3741 0.2533  N61 1.498, H73 1.113, C106 1.577, P119 1.887
101 C 11.4340 2.0129 -1.1608  O81 1.210, C96 1.506, C116 1.506
102 C 3.3592 4.9727 -2.4915  H32 1.092, C105 1.502, H113 1.091, H118 1.089
103 H -3.3891 2.2316 4.9614  C3 1.090
104 C -4.2602 6.5958 5.1654  C14 1.506, H48 1.091, H71 1.090, H88 1.091
105 C 2.6261 4.0422 -3.4151  C33 1.503, O72 1.217, C102 1.502
106 C -0.6797 -0.9195 0.5751  H8 1.113, O22 1.411, H85 1.112, C100 1.577
107 H 1.7399 -6.2587 1.4352  C83 1.089
108 H 1.7152 -8.0212 1.2472  C83 1.091
109 H 0.8628 1.5340 -2.3942  C2 1.109
110 H 3.2794 -0.2884 -1.1532  C35 1.092
111 H -5.2196 -0.0590 3.3796  C99 1.090
112 H 0.3479 -0.1456 -2.8982  C2 1.111
113 H 3.1671 6.0080 -2.7766  C102 1.091
114 H -3.8892 -0.2656 -0.2502  N61 1.028
115 H -1.6595 2.2585 -3.2299  C84 1.108
116 C 11.9379 0.7319 -0.5502  H49 1.091, H79 1.089, H95 1.092, C101 1.506
117 H 3.9905 -1.8550 -1.5844  C35 1.090
118 H 3.0071 4.8208 -1.4717  C102 1.089
119 P -2.2451 -2.7214 -1.0646  I54 2.478, O87 1.683, C100 1.887
120 Br -2.2923 1.5606 -6.2144  C50 1.990
121 H -1.9395 1.4468 5.6155  C3 1.091
122 C -4.0514 -1.7379 3.9733  O37 1.220, C97 1.502, C99 1.503
123 H 9.4219 3.3915 -3.7341  C135 1.092
124 H 2.7463 -1.1446 -2.6296  C35 1.092
125 H 0.6094 3.4053 1.7154  C38 1.092
126 C -0.6876 0.6877 -1.1831  C2 1.578, H12 1.121, O22 1.433, C46 1.565
127 C -7.9609 -5.7234 2.6320  H41 1.091, H66 1.090, H90 1.091, C98 1.506
128 H 8.7552 1.7307 -3.7293  C135 1.092
129 C -5.1195 -7.5332 -4.0379  C69 1.507, O82 1.209, C91 1.506
130 C -7.7695 -6.9475 4.8860  H28 1.091, H43 1.091, H77 1.089, C98 1.505
131 H -0.8039 -0.1910 -5.0120  C50 1.105
132 C -3.5533 8.6277 3.7554  C14 1.505, H31 1.091, H55 1.091, H70 1.089
133 H -1.1992 5.3889 1.7233  C23 1.092
134 C 4.3203 1.0931 -3.4132  C4 1.505, H6 1.091, H13 1.090, H68 1.092
135 C 8.5083 2.7940 -3.7298  C7 1.504, H29 1.090, H123 1.092, H128 1.092
136 H 0.1076 -7.7500 -2.2019  C67 1.089
137 H 0.6869 -8.9608 -1.0440  C67 1.091
138 O 0.0694 -6.0167 -0.4032  C40 1.215

Results of the Mulliken charge analysis, in e, for atoms 1 through 6: -0.015 0.261 -1.086 0.497 0.386 0.088